(1)
Density functional theory data (ωB97M-V with the def2-TZVPD basis set) for a single C29H31N5O3 molecule in a non-equilibrium geometry.

Results
HOMO-LUMO gap in eV: 7.87
SMILES: COc1ccc(NC(=O)c2ccc(-c3ccc(-c4noc(C)n4)cc3C)cc2)cc1N1CCN(C)CC1
HOMO in eV: -7.519
ΔE to the lowest compared entry with this formula, charge and spin in kcal/mol: 31.52

Structure (XYZ):
```
68
C29H31N5O3 | the Open Molecules 2025 dataset | ωB97M-V with the def2-TZVPD basis set
C -4.20 2.71 -3.31
O -3.70 1.62 -2.57
C -3.73 1.69 -1.20
C -4.35 2.72 -0.51
C -4.28 2.80 0.88
C -3.58 1.83 1.58
N -3.47 1.92 2.98
C -2.40 1.59 3.75
O -2.49 1.57 4.97
C -1.12 1.31 3.03
C -0.38 0.18 3.36
C 0.80 -0.09 2.70
C 1.29 0.78 1.73
C 2.55 0.47 1.03
C 2.66 -0.75 0.37
C 3.82 -1.10 -0.30
C 4.89 -0.21 -0.31
C 6.12 -0.57 -0.99
N 7.17 0.21 -1.07
O 8.09 -0.51 -1.77
C 7.52 -1.69 -2.07
C 8.28 -2.70 -2.82
N 6.31 -1.77 -1.62
C 4.79 1.00 0.36
C 3.63 1.36 1.03
C 3.58 2.67 1.75
C 0.56 1.93 1.43
C -0.64 2.19 2.07
C -3.02 0.76 0.89
C -3.06 0.66 -0.49
N -2.40 -0.35 -1.18
C -1.44 -1.19 -0.50
C -2.09 -2.44 0.11
N -2.78 -3.18 -0.93
C -3.35 -4.41 -0.42
C -3.78 -2.34 -1.56
C -3.10 -1.12 -2.19
H -3.98 2.48 -4.35
H -5.28 2.83 -3.19
H -3.69 3.64 -3.04
H -4.88 3.49 -1.04
H -4.75 3.62 1.39
H -4.27 2.27 3.48
H -0.75 -0.49 4.12
H 1.37 -0.98 2.95
H 1.82 -1.43 0.38
H 3.90 -2.04 -0.81
H 8.99 -3.19 -2.16
H 7.59 -3.44 -3.22
H 8.84 -2.23 -3.63
H 5.64 1.67 0.34
H 2.89 2.64 2.59
H 3.26 3.47 1.08
H 4.57 2.93 2.12
H 0.92 2.61 0.67
H -1.19 3.08 1.83
H -2.55 -0.02 1.47
H -0.91 -0.61 0.26
H -0.72 -1.52 -1.26
H -1.31 -3.08 0.54
H -2.78 -2.15 0.92
H -3.81 -4.95 -1.24
H -2.55 -5.02 0.00
H -4.11 -4.24 0.36
H -4.28 -2.92 -2.34
H -4.54 -2.00 -0.83
H -3.83 -0.50 -2.69
H -2.36 -1.46 -2.92
```

---

(2)
Density functional theory data (ωB97M-V with the def2-TZVPD basis set) for a molecular structure, C29H31N5ORhS in a non-equilibrium geometry.

Results
HOMO-LUMO gap (spin up / spin down) in eV: 4.64 / 7.31
HOMO (spin up / spin down) in eV: -2.187 / -4.865
<S²>: 6.03
Charge: -1
Spin multiplicity: 5

Structure (XYZ):
```
68
C29H31N5ORhS | the Open Molecules 2025 dataset | ωB97M-V with the def2-TZVPD basis set
Rh -0.14 0.92 -2.01
C -0.04 -0.99 4.93
C 0.94 0.05 4.52
C 1.84 0.43 5.48
C 2.66 1.56 5.37
C 2.66 2.21 4.18
C 1.85 1.78 3.10
C 1.03 0.68 3.25
N 0.30 0.18 2.19
C 0.48 0.44 0.86
N 1.77 0.10 0.47
C 2.60 0.64 -0.55
C 2.08 1.26 -1.64
C 3.00 1.90 -2.54
C 4.35 1.92 -2.23
C 4.84 1.16 -1.11
C 3.95 0.48 -0.26
C 4.45 -0.40 0.83
N -0.47 0.82 0.11
C -1.74 0.93 0.69
C -2.57 -0.22 0.67
C -3.74 -0.19 1.38
C -4.11 0.95 2.05
C -3.32 2.10 1.98
C -2.07 2.06 1.37
C -1.09 3.22 1.44
H -0.11 -1.05 6.02
H 0.26 -1.97 4.54
H -1.05 -0.72 4.61
H 1.90 -0.12 6.42
H 3.26 1.80 6.20
H 3.32 3.05 3.98
H 1.93 2.25 2.14
H -0.66 0.03 2.45
H 2.25 -0.37 1.21
H 2.61 2.44 -3.41
H 5.07 2.36 -2.93
H 5.92 1.09 -0.95
H 5.55 -0.44 0.73
H 4.09 -1.41 0.73
H 4.24 -0.02 1.85
H -2.14 -1.11 0.17
H -4.41 -1.03 1.35
H -5.09 0.94 2.56
H -3.70 3.00 2.46
H -1.56 4.05 1.99
H -0.82 3.50 0.42
H -0.13 3.01 1.97
H 0.64 0.63 -3.36
O -0.75 2.50 -1.99
N 1.38 -2.52 -3.75
C 0.02 -2.29 -3.34
S -0.40 -1.43 -1.90
N -0.88 -2.49 -4.35
C -2.27 -2.59 -4.34
C -2.97 -2.26 -5.50
C -4.39 -2.34 -5.54
C -5.12 -2.75 -4.43
C -4.40 -3.22 -3.33
C -3.01 -3.13 -3.27
H 1.91 -2.00 -3.05
H 1.55 -3.51 -3.55
H -0.50 -2.08 -5.21
H -2.50 -1.88 -6.40
H -4.91 -2.08 -6.46
H -6.20 -2.74 -4.46
H -4.94 -3.63 -2.46
H -2.49 -3.42 -2.36
```

---

(3)
Density functional theory data (ωB97M-V with the def2-TZVPD basis set) for a molecular structure, C29H31NP3PtS.

Results
HOMO-LUMO gap (spin up / spin down) in eV: 6.59 / 7.35
HOMO (spin up / spin down) in eV: -6.009 / -7.450
ΔE to the lowest compared entry with this formula, charge and spin in kcal/mol: 0.00
<S²>: 0.76
Spin multiplicity: 2

Structure (XYZ):
```
66
C29H31NP3PtS | the Open Molecules 2025 dataset | ωB97M-V with the def2-TZVPD basis set
Pt 0.36 0.99 2.38
C -2.38 -1.22 2.38
P -1.88 0.51 2.13
C -2.96 1.45 3.25
C -2.49 0.94 0.46
C -3.29 0.06 -0.27
C -3.70 0.37 -1.56
C -3.31 1.57 -2.14
C -2.51 2.45 -1.42
C -2.09 2.16 -0.12
P -1.04 3.33 0.83
C -2.14 4.82 0.80
C 0.21 3.81 -0.41
H -1.83 -1.87 1.71
H -3.46 -1.36 2.25
H -2.12 -1.49 3.41
H -3.94 1.61 2.80
H -2.50 2.41 3.48
H -3.09 0.89 4.18
H -3.59 -0.89 0.15
H -4.32 -0.33 -2.11
H -3.62 1.82 -3.14
H -2.21 3.38 -1.88
H -2.43 5.11 -0.21
H -1.62 5.65 1.27
H -3.05 4.61 1.37
H -0.21 4.28 -1.30
H 0.76 2.91 -0.68
H 0.91 4.51 0.06
N 0.99 0.72 0.51
P 1.43 -0.57 -0.21
C 0.53 -2.10 0.24
C -0.31 -2.80 -0.62
C -0.99 -3.93 -0.19
C -0.82 -4.38 1.12
C 0.02 -3.70 1.98
C 0.69 -2.56 1.55
C 3.17 -1.05 0.04
C 3.67 -2.30 -0.32
C 5.00 -2.62 -0.09
C 5.84 -1.68 0.51
C 5.34 -0.44 0.89
C 4.01 -0.13 0.66
C 1.25 -0.44 -2.02
C 0.03 0.04 -2.50
C -0.17 0.24 -3.85
C 0.85 -0.03 -4.75
C 2.07 -0.49 -4.29
C 2.27 -0.70 -2.93
H -0.42 -2.47 -1.65
H -1.63 -4.47 -0.87
H -1.35 -5.27 1.45
H 0.15 -4.05 3.00
H 1.33 -2.02 2.24
H 3.01 -3.03 -0.78
H 5.38 -3.59 -0.38
H 6.87 -1.93 0.69
H 5.99 0.28 1.37
H 3.59 0.83 0.95
H -0.75 0.29 -1.79
H -1.12 0.62 -4.20
H 0.70 0.13 -5.81
H 2.88 -0.69 -4.98
H 3.24 -1.05 -2.58
S 0.43 1.51 5.74
C 0.35 1.34 4.20
```

---

(4)
Density functional theory data (ωB97M-V with the def2-TZVPD basis set) for a molecular structure, C29H32As2HfN4O2S in a non-equilibrium geometry.

Results
HOMO-LUMO gap in eV: 7.62
HOMO in eV: -13.534
ΔE to the lowest compared entry with this formula, charge and spin in kcal/mol: 11.49
Charge: +2

Structure (XYZ):
```
71
C29H32As2HfN4O2S | the Open Molecules 2025 dataset | ωB97M-V with the def2-TZVPD basis set
Hf -0.37 -0.32 0.33
C 3.87 -1.30 1.47
As 2.42 -0.47 0.39
C 3.25 -0.95 -1.35
C 2.99 1.41 0.57
C 4.28 1.78 0.19
C 4.70 3.10 0.26
C 3.84 4.07 0.74
C 2.57 3.71 1.15
C 2.12 2.40 1.06
As 0.38 1.87 1.82
C 1.08 1.79 3.66
C -0.62 3.57 2.00
H 4.85 -1.02 1.07
H 3.78 -2.39 1.44
H 3.81 -0.97 2.51
H 4.16 -0.38 -1.53
H 2.56 -0.77 -2.18
H 3.52 -2.01 -1.33
H 4.99 1.02 -0.14
H 5.70 3.36 -0.04
H 4.16 5.10 0.81
H 1.91 4.47 1.57
H 1.58 2.72 3.94
H 1.81 0.97 3.73
H 0.27 1.59 4.36
H -0.07 4.32 2.57
H -1.55 3.35 2.53
H -0.88 3.98 1.02
S -0.85 3.32 -2.46
C 0.79 2.89 -2.69
C 1.14 1.76 -2.01
C 0.09 1.15 -1.26
C -1.06 1.93 -1.41
C -2.32 1.69 -0.76
C -3.50 2.34 -1.16
C -4.68 2.09 -0.49
C -4.67 1.21 0.59
C -3.47 0.62 0.95
N -2.32 0.82 0.28
H 1.40 3.52 -3.30
H 2.16 1.40 -2.07
H -3.46 3.01 -2.00
H -5.59 2.57 -0.80
H -5.56 0.98 1.14
H -3.43 -0.04 1.80
O -2.79 -1.97 2.21
C -1.59 -1.89 2.02
O -0.87 -0.82 2.15
C -0.80 -3.07 1.52
C -1.09 -4.36 1.94
C -0.29 -5.39 1.47
C 0.73 -5.08 0.58
C 0.93 -3.76 0.21
N 0.19 -2.75 0.67
H -1.91 -4.52 2.62
H -0.45 -6.40 1.80
H 1.36 -5.86 0.19
H 1.73 -3.50 -0.47
C -4.02 -2.42 -3.62
N -2.82 -2.19 -2.86
C -1.55 -2.40 -3.30
C -0.73 -1.99 -2.28
N -1.49 -1.54 -1.23
C -2.75 -1.68 -1.63
H -3.89 -3.28 -4.28
H -4.25 -1.55 -4.24
H -4.86 -2.61 -2.95
H -1.32 -2.80 -4.26
H 0.35 -2.01 -2.23
H -3.60 -1.44 -1.02
```

---

Please write out number 4 again, unchanged.
Density functional theory data (ωB97M-V with the def2-TZVPD basis set) for a molecular structure, C29H32As2HfN4O2S in a non-equilibrium geometry.

Results
HOMO-LUMO gap in eV: 7.62
HOMO in eV: -13.534
ΔE to the lowest compared entry with this formula, charge and spin in kcal/mol: 11.49
Charge: +2

Structure (XYZ):
```
71
C29H32As2HfN4O2S | the Open Molecules 2025 dataset | ωB97M-V with the def2-TZVPD basis set
Hf -0.37 -0.32 0.33
C 3.87 -1.30 1.47
As 2.42 -0.47 0.39
C 3.25 -0.95 -1.35
C 2.99 1.41 0.57
C 4.28 1.78 0.19
C 4.70 3.10 0.26
C 3.84 4.07 0.74
C 2.57 3.71 1.15
C 2.12 2.40 1.06
As 0.38 1.87 1.82
C 1.08 1.79 3.66
C -0.62 3.57 2.00
H 4.85 -1.02 1.07
H 3.78 -2.39 1.44
H 3.81 -0.97 2.51
H 4.16 -0.38 -1.53
H 2.56 -0.77 -2.18
H 3.52 -2.01 -1.33
H 4.99 1.02 -0.14
H 5.70 3.36 -0.04
H 4.16 5.10 0.81
H 1.91 4.47 1.57
H 1.58 2.72 3.94
H 1.81 0.97 3.73
H 0.27 1.59 4.36
H -0.07 4.32 2.57
H -1.55 3.35 2.53
H -0.88 3.98 1.02
S -0.85 3.32 -2.46
C 0.79 2.89 -2.69
C 1.14 1.76 -2.01
C 0.09 1.15 -1.26
C -1.06 1.93 -1.41
C -2.32 1.69 -0.76
C -3.50 2.34 -1.16
C -4.68 2.09 -0.49
C -4.67 1.21 0.59
C -3.47 0.62 0.95
N -2.32 0.82 0.28
H 1.40 3.52 -3.30
H 2.16 1.40 -2.07
H -3.46 3.01 -2.00
H -5.59 2.57 -0.80
H -5.56 0.98 1.14
H -3.43 -0.04 1.80
O -2.79 -1.97 2.21
C -1.59 -1.89 2.02
O -0.87 -0.82 2.15
C -0.80 -3.07 1.52
C -1.09 -4.36 1.94
C -0.29 -5.39 1.47
C 0.73 -5.08 0.58
C 0.93 -3.76 0.21
N 0.19 -2.75 0.67
H -1.91 -4.52 2.62
H -0.45 -6.40 1.80
H 1.36 -5.86 0.19
H 1.73 -3.50 -0.47
C -4.02 -2.42 -3.62
N -2.82 -2.19 -2.86
C -1.55 -2.40 -3.30
C -0.73 -1.99 -2.28
N -1.49 -1.54 -1.23
C -2.75 -1.68 -1.63
H -3.89 -3.28 -4.28
H -4.25 -1.55 -4.24
H -4.86 -2.61 -2.95
H -1.32 -2.80 -4.26
H 0.35 -2.01 -2.23
H -3.60 -1.44 -1.02
```